Record 1
A 4-piece molecular cluster, C16H32ClO9 overall at a distorted geometry, computed with ωB97M-V/def2-TZVPD.

Summary:
HOMO	-1.00	eV
multiplicity	1
lowest unoccupied orbital energy	2.25	eV
orbital gap	3.253	eV
total charge	-1

Structure (XYZ):
```
58
Properties=species:S:1:pos:R:3:forces:R:3
C 1.59381 -2.78355 -4.61695 -0.7 -0.2 -0.5
C 0.45665 -2.04871 -5.37425 0.8 0.3 0.8
C -0.75893 -1.68582 -4.45746 0.4 -1.3 -0.4
C -1.96237 -2.64566 -4.64412 0.2 0.5 -0.1
Cl -1.23588 0.07484 -4.72042 -0.4 0.0 0.1
H 1.49400 -3.87932 -4.71737 -0.1 0.2 0.3
H 1.58324 -2.47550 -3.55515 0.2 -0.2 -0.2
H 0.86398 -1.10176 -5.75880 -0.3 0.0 -0.1
H 0.09996 -2.62614 -6.24094 0.1 0.1 0.1
H -0.41630 -1.77259 -3.42575 0.0 0.5 -0.1
H -1.95210 -3.43892 -3.89171 0.1 0.2 0.0
H -2.90251 -2.08933 -4.57197 0.1 -0.2 0.0
H -1.87987 -3.13627 -5.61836 -0.2 0.2 0.0
C 4.35409 0.24100 1.59454 -0.2 0.0 0.1
C 4.78190 0.44647 0.15574 0.3 0.0 0.3
O 3.71619 0.15761 -0.74997 0.2 -0.1 0.0
C 2.76690 1.08813 -0.82294 -0.2 -0.4 -0.3
O 2.75033 2.13042 -0.22077 0.1 0.3 0.2
O 1.83666 0.65940 -1.66551 0.0 0.1 0.1
C 0.70462 1.52456 -1.77021 -0.4 0.1 -0.2
H 3.95577 -0.76563 1.73257 0.1 0.0 0.0
H 5.19693 0.38480 2.27258 0.0 0.0 0.0
H 3.56691 0.94000 1.87576 0.1 0.1 0.0
H 5.58312 -0.24889 -0.09145 -0.1 -0.1 -0.2
H 5.16174 1.45526 -0.01395 -0.2 0.0 0.0
H 1.00649 2.53908 -2.02539 0.1 0.0 0.1
H 0.14396 1.52004 -0.83455 0.1 0.1 0.0
H 0.06639 1.13793 -2.56134 0.2 -0.2 0.0
C -3.63223 6.26511 -1.42798 -0.1 -0.2 -0.1
C -3.17817 5.96536 -0.01373 0.2 0.4 -0.3
O -4.00997 4.98216 0.61422 0.0 0.1 0.2
C -3.80676 3.73086 0.20652 -0.3 0.1 0.1
O -3.00403 3.37244 -0.60584 0.3 -0.1 -0.2
O -4.66657 2.94102 0.84980 -0.1 -0.1 0.1
C -4.61361 1.57732 0.42679 -0.1 -0.4 0.0
H -4.68425 6.55587 -1.43728 0.0 0.1 0.1
H -3.03736 7.07205 -1.85692 0.0 0.0 0.1
H -3.53215 5.38984 -2.06873 0.1 0.0 0.0
H -3.26543 6.86325 0.59705 -0.1 -0.1 0.2
H -2.13465 5.64998 0.01594 -0.1 -0.2 -0.1
H -3.60241 1.18140 0.49832 0.0 0.1 -0.1
H -4.98380 1.48606 -0.59367 0.1 0.0 0.0
H -5.26250 1.01041 1.08992 0.0 0.2 0.1
C 1.84201 -3.35273 6.77181 -0.1 0.2 -0.1
C 1.71640 -4.45068 5.73480 0.3 -0.1 0.4
O 0.66614 -4.18095 4.80090 0.0 -0.2 0.1
C 0.94747 -3.25299 3.88664 -0.4 0.0 -0.1
O 1.98096 -2.65529 3.77964 0.4 0.1 0.0
O -0.12579 -3.09309 3.11728 0.0 0.0 0.0
C 0.01274 -2.05601 2.14017 -0.1 0.2 -0.3
H 0.88546 -3.18829 7.27084 0.0 -0.1 0.1
H 2.59115 -3.61697 7.51915 0.0 0.0 0.0
H 2.13486 -2.40879 6.31355 0.1 -0.1 0.0
H 1.44750 -5.38639 6.22353 -0.2 0.0 -0.2
H 2.65629 -4.61606 5.20694 0.0 0.1 -0.1
H 0.89841 -2.20713 1.52642 0.0 0.0 0.1
H 0.05105 -1.08282 2.62940 0.1 0.0 0.0
H -0.86642 -2.09635 1.50266 0.0 -0.2 0.1
```
Positions in Å, forces in eV/Å.

Results of the Mulliken charge analysis, in e, for atoms 1 through 2:
1 C -0.501
2 C -1.014



Record 2
C27H46Cl3O2PPt as an isolated structure at a distorted geometry, computed with ωB97M-V/def2-TZVPD.

Summary:
<S²>	6.0094
HOMO (spin up / spin down)	-4.84 / -8.44	eV
multiplicity	5
lowest unoccupied orbital energy (spin up / spin down)	0.41 / -1.78	eV
orbital gap (spin up / spin down)	5.249 / 6.658	eV
total charge	0

Structure (XYZ):
```
80
Properties=species:S:1:pos:R:3:forces:R:3
Pt 0.27312 -0.08615 1.92574 1.3 3.1 -3.7
P 0.17941 0.04559 -0.32872 0.0 -0.9 -2.2
Cl 2.59209 0.00789 2.58225 0.7 0.1 0.0
C 0.04653 1.52063 2.95921 -1.2 2.1 3.9
H 0.69461 2.36308 2.82517 0.1 -0.1 -0.1
H 0.03704 1.26251 4.06195 0.9 0.0 -1.0
C 1.44754 -0.97549 -1.27353 -0.2 -0.1 0.0
C 0.38920 1.79930 -0.88804 -0.2 0.0 0.1
C 2.87201 -0.46152 -1.03664 0.3 0.1 0.1
H 1.38293 -1.97726 -0.80993 0.0 0.2 0.1
C 3.91670 -1.47307 -1.53709 -0.4 -0.3 0.2
H 3.02170 0.49122 -1.57394 -0.1 -0.3 0.1
H 3.03123 -0.26632 0.03211 0.0 0.0 -0.2
C 3.71054 -1.85081 -3.00731 -0.1 0.5 -0.1
H 4.92216 -1.07193 -1.38440 -0.1 0.0 0.0
H 3.84433 -2.38002 -0.91589 0.0 0.2 -0.1
C 2.25434 -2.20047 -3.34146 0.0 -0.3 0.4
H 4.01809 -0.99725 -3.63432 0.0 -0.2 0.1
H 4.36204 -2.68730 -3.27037 0.0 0.0 0.0
C 1.23631 -1.19146 -2.78490 0.0 0.2 -0.3
H 2.13006 -2.30057 -4.42420 0.0 0.1 0.1
H 2.02682 -3.19081 -2.91539 0.0 0.1 0.0
H 1.35824 -0.24016 -3.32738 0.0 -0.3 0.2
H 0.22521 -1.55126 -3.01039 0.3 0.1 0.1
C -1.50645 -0.50057 -0.93296 -0.2 0.3 0.1
C 0.63333 2.07875 -2.37949 0.0 0.0 -0.3
H -0.58619 2.23964 -0.60551 0.2 -0.1 0.0
C 0.44901 3.57724 -2.64998 -0.1 0.2 0.1
H 1.66286 1.79501 -2.64743 -0.2 0.0 0.1
H -0.03674 1.51447 -3.03852 0.2 0.1 0.2
C 1.32237 4.45886 -1.74704 0.2 0.0 0.0
H 0.66239 3.79412 -3.70350 0.0 0.0 0.1
H -0.60703 3.83680 -2.48643 0.1 -0.1 0.0
C 1.25101 4.05038 -0.27537 -0.2 0.0 0.1
H 2.36823 4.38678 -2.07776 -0.1 0.0 0.0
H 1.02535 5.50785 -1.84686 0.1 -0.1 -0.1
C 1.46695 2.54618 -0.10322 0.1 0.1 0.5
H 1.98594 4.60367 0.32015 -0.1 0.0 -0.1
H 0.25639 4.29849 0.13043 0.3 0.0 -0.1
H 2.46988 2.25295 -0.45070 -0.3 0.1 0.0
H 1.43142 2.26878 0.95632 0.1 0.2 -0.3
C -1.64201 -2.03038 -0.94049 0.2 -0.2 -0.2
H -2.16128 -0.10431 -0.13430 0.1 -0.1 -0.2
C -3.05796 -2.49869 -1.30709 -0.2 0.4 0.3
H -0.93235 -2.46724 -1.66275 -0.2 0.1 0.2
H -1.37038 -2.42939 0.04361 -0.1 0.0 -0.2
C -3.59089 -1.87260 -2.59980 0.4 0.0 -0.2
H -3.07393 -3.58802 -1.38241 0.0 0.0 0.0
H -3.73592 -2.23412 -0.48037 0.1 0.0 -0.1
C -3.41113 -0.35095 -2.63484 -0.2 0.0 0.5
H -3.05834 -2.31379 -3.45879 -0.1 0.1 0.2
H -4.64752 -2.12171 -2.72546 0.1 0.0 0.0
C -1.99630 0.10908 -2.25914 0.1 -0.1 -0.4
H -3.67058 0.03617 -3.62372 0.0 0.0 0.0
H -4.12266 0.10644 -1.92989 0.1 -0.1 -0.1
H -1.31790 -0.18338 -3.07791 -0.2 0.1 0.3
H -1.98988 1.20558 -2.20725 0.0 -0.2 0.0
C 0.14179 -2.22417 2.18382 -0.1 -3.4 1.4
C -0.13692 -1.29292 3.35397 -1.2 0.2 2.4
H 0.34250 -2.53876 1.13222 0.1 0.8 0.6
C -1.52409 -1.24983 3.98140 0.2 0.0 -0.3
H 0.63881 -1.22941 4.16612 -0.4 -0.1 -1.2
C -1.72256 -2.63156 4.65710 0.0 1.1 -0.2
H -1.56233 -0.42905 4.71662 -0.1 -0.2 -0.2
H -2.26388 -1.01330 3.19571 0.0 -0.3 0.4
C -1.23376 -3.66216 3.67588 0.7 -0.7 -0.4
H -1.13410 -2.62618 5.57197 0.2 -0.2 0.1
H -2.76779 -2.76979 4.94401 0.0 -0.2 -0.1
C 0.17913 -3.39970 3.08727 1.0 -1.0 0.4
H -1.17517 -4.65458 4.10571 -0.5 -0.3 0.1
H -1.90304 -3.62037 2.81188 -0.2 -0.5 0.1
H 0.93573 -3.12814 3.85925 -0.6 -0.6 0.0
H 0.65140 -4.23247 2.59040 -0.4 -1.1 -0.3
Cl -1.46706 3.78485 5.02645 0.4 0.4 -0.9
C -1.02206 4.23206 3.33405 0.2 0.3 0.2
Cl 0.77468 4.46770 3.11647 -0.9 1.1 0.4
C -1.45943 3.16532 2.34204 -0.4 -0.9 -1.1
O -1.81807 3.41142 1.20028 0.4 -0.1 2.0
O -1.37934 1.92394 2.86312 -0.4 0.9 -1.5
H -1.53636 5.15667 3.08019 0.3 0.1 0.2
```
Positions in Å, forces in eV/Å.

Results of the Mulliken charge analysis, in e, for atoms 1 through 2:
1 Pt 1.475
2 P -2.472



Record 3
C25H45F3O3P2ReS as an isolated structure at a distorted geometry, computed with ωB97M-V/def2-TZVPD.

Summary:
<S²>	3.7861
HOMO (spin up / spin down)	-14.62 / -14.60	eV
energy above the lowest of the compared OMol25 structures with the same formula, charge and spin	0.000	eV
multiplicity	4
lowest unoccupied orbital energy (spin up / spin down)	-8.44 / -9.31	eV
orbital gap (spin up / spin down)	6.174 / 5.292	eV
total charge	+2

Structure (XYZ):
```
80
Properties=species:S:1:pos:R:3:forces:R:3
Re -0.55587 0.08070 0.29513 8.5 -1.2 0.4
C -2.00324 1.60267 0.67533 -1.6 1.2 0.1
C -2.40196 0.70190 -0.37355 -1.8 0.4 0.4
C -2.20168 -0.50196 1.60201 -1.5 -1.4 0.3
C -1.91009 0.85496 1.88463 -1.1 1.5 1.1
C -2.53879 -0.60751 0.21604 -2.3 -0.2 -0.2
C -1.89259 3.09009 0.51812 0.2 0.2 0.1
H -1.46832 3.36053 -0.45554 -0.1 0.0 0.2
H -1.27128 3.53353 1.30407 -0.2 -0.1 -0.3
H -2.88538 3.55864 0.57846 0.2 -0.2 0.0
C -1.81112 1.42209 3.27126 0.7 0.0 0.1
H -1.56638 2.49015 3.26376 -0.1 -0.3 0.0
H -1.04937 0.89520 3.85519 -0.1 0.1 -0.1
H -2.76781 1.30331 3.81000 0.2 -0.1 -0.5
C -2.36524 -1.59248 2.62796 0.4 0.1 0.2
H -3.40470 -1.61517 3.00696 0.3 0.2 -0.3
H -1.70194 -1.44079 3.49098 -0.1 0.0 -0.2
H -2.15127 -2.57546 2.21121 0.0 0.0 0.0
C -3.09923 -1.80159 -0.48244 0.1 -0.4 0.0
H -4.18831 -1.71511 -0.58679 0.2 0.2 0.1
H -2.89345 -2.71716 0.07867 -0.1 0.2 -0.2
H -2.68278 -1.90416 -1.48764 -0.1 0.0 0.1
C -2.67996 1.07998 -1.77445 0.1 0.1 -0.8
H -3.67638 1.52055 -1.89399 0.1 -0.1 0.2
H -2.60280 0.21042 -2.43067 -0.1 0.2 0.2
H -1.95003 1.81178 -2.13550 -0.3 -0.1 0.1
C 1.42924 0.49081 -2.66215 0.0 0.5 -0.5
C 0.40031 1.33456 -2.87232 0.7 0.1 0.0
C -0.22145 1.55225 -4.22795 -0.3 0.5 0.0
C -1.12924 0.41083 -4.77440 -0.5 0.2 -0.1
C -1.17466 -0.85251 -3.95324 -0.5 -0.6 -0.8
C -0.11961 -1.64831 -3.78900 0.0 -0.6 -0.7
C 1.20778 -1.38232 -4.45312 0.3 -0.3 -0.1
C 2.08235 -0.28279 -3.78895 0.3 -0.2 0.4
H 0.54975 1.76966 -4.98936 -0.1 -0.1 0.5
H -0.80885 0.21074 -5.81534 -0.2 -0.2 0.5
H -0.84048 2.46211 -4.15978 0.3 -0.2 -0.2
H 2.42027 0.39956 -4.58442 -0.1 0.0 0.4
H 1.94106 0.43680 -1.69930 -0.2 0.2 -0.1
H 0.09661 2.05494 -2.10342 0.2 -0.4 0.0
H 2.98844 -0.76203 -3.39152 -0.2 0.3 -0.2
H 1.78867 -2.32130 -4.44962 -0.3 0.4 -0.1
H -0.22105 -2.65317 -3.36438 -0.2 0.5 0.0
H 1.08141 -1.11187 -5.51889 -0.2 -0.2 0.5
H -2.15737 0.80892 -4.85237 0.5 -0.2 0.0
H -2.19182 -1.21528 -3.71598 0.7 0.1 0.2
P 1.47499 1.79838 0.94500 -0.5 0.0 0.2
C 1.26601 2.78740 2.46142 -0.2 -0.1 0.1
H 2.18385 3.37130 2.61282 -0.2 -0.1 -0.1
H 1.12570 2.11432 3.30692 0.1 0.1 -0.1
H 0.41485 3.47099 2.38736 0.3 -0.1 0.0
C 3.07481 0.99033 1.18256 0.0 -0.1 0.0
H 3.78520 1.74803 1.53625 -0.1 -0.1 -0.1
H 3.44159 0.56077 0.24881 0.1 0.2 0.1
H 2.96547 0.21638 1.94507 0.0 0.1 0.0
C 1.74719 3.07421 -0.32382 0.0 -0.2 -0.2
H 2.03366 2.61348 -1.27265 0.1 0.2 0.2
H 2.54188 3.74673 0.01844 -0.1 -0.1 0.0
H 0.83431 3.65341 -0.47978 0.1 0.0 0.1
P 0.77594 -2.21930 0.33320 -0.6 -0.3 -0.2
C -0.25124 -3.42487 -0.56971 0.0 0.0 -0.2
H 0.37148 -4.29015 -0.83495 -0.1 0.2 0.1
H -0.65162 -2.97855 -1.48192 0.0 -0.1 0.2
H -1.07766 -3.76431 0.06131 0.2 0.0 -0.1
C 2.26141 -2.07297 -0.68550 0.2 -0.1 0.0
H 1.98725 -1.89441 -1.72701 0.0 -0.1 0.1
H 2.83930 -3.00448 -0.60727 -0.1 0.2 0.0
H 2.87315 -1.24421 -0.33066 0.1 -0.2 0.0
C 1.24384 -3.18721 1.79887 0.0 0.5 0.3
H 1.42433 -4.22470 1.49110 0.0 0.3 -0.1
H 0.43713 -3.16337 2.54010 0.2 0.0 -0.1
H 2.14073 -2.77408 2.27261 -0.1 0.0 0.0
F 1.77569 -0.37438 7.00274 -0.3 0.7 -1.3
C 1.49044 0.23751 5.83264 0.3 0.0 0.8
F 0.31576 0.91434 5.96886 0.8 -0.4 -0.1
F 2.46628 1.14260 5.56189 -0.8 -0.6 0.2
S 1.35209 -0.99896 4.44047 0.3 -0.5 0.7
O 2.65862 -1.62775 4.37440 -1.0 0.4 -0.1
O 0.21142 -1.82682 4.79993 0.5 0.4 -0.4
O 1.06471 -0.11635 3.28681 -0.3 0.1 -0.6
```
Positions in Å, forces in eV/Å.

Results of the Mulliken charge analysis, in e, for atoms 1 through 2:
1 Re -1.153
2 C 0.984